This record from the OMol25 dataset describes a structure of composition F24P4Zr in a non-equilibrium geometry. The level of theory is the ωB97M-V functional and the def2-TZVPD basis.

Last column: Mulliken charge in e.
Atoms and positions in Å:
Zr -0.047 -0.046 0.027  2.417
P -2.426 2.090 3.604  1.030
P 2.160 -3.807 1.581  1.033
P 3.176 2.954 -1.848  1.068
P -2.804 -1.193 -3.392  1.045
F 2.336 -2.752 0.316  -0.301
F -2.988 -1.567 -1.831  -0.218
F 3.095 2.046 -0.477  -0.247
F -1.367 -1.706 -2.924  -0.235
F -2.665 1.999 2.114  -0.180
F -2.145 1.906 5.192  -0.285
F 1.587 3.094 -1.406  -0.258
F 4.647 2.425 -2.177  -0.275
F -2.232 0.519 3.218  -0.220
F 1.750 -2.426 2.395  -0.291
F 0.599 -3.544 1.136  -0.240
F -3.057 -2.664 -3.882  -0.309
F -0.803 2.090 3.202  -0.330
F -2.283 -0.706 -4.791  -0.287
F -2.562 3.697 3.590  -0.278
F 2.535 1.536 -2.390  -0.241
F 3.701 -3.552 1.909  -0.281
F 2.775 3.679 -3.315  -0.308
F -4.353 -0.782 -3.427  -0.279
F 3.506 4.369 -1.014  -0.291
F 2.455 -5.029 0.606  -0.293
F -3.949 1.989 3.977  -0.300
F -2.349 0.262 -2.770  -0.347
F 1.712 -4.881 2.774  -0.300

Results
* E_HOMO: -0.498 Eh
* LUMO: -0.4053 hartree
* net charge: 0
* total energy: -103654.4683 eV
* frontier orbital gap: 2.5147 eV
* energy above the lowest of the compared OMol25 structures with the same formula, charge and spin: 26.092 eV

***

This record from the OMol25 dataset describes the molecule C5H10FNO in a non-equilibrium geometry. The level of theory is the ωB97M-V functional and the def2-TZVPD basis.

Last column: Mulliken charge in e.
Atoms and positions in Å:
F 1.505 -0.312 -0.578  -0.281
O -0.149 1.883 -1.633  -0.370
N -1.587 -1.600 1.378  -0.524
C 0.401 -0.206 1.534  -0.736
C 0.534 0.277 0.134  0.785
C -0.192 -1.596 1.662  -0.553
C -0.157 1.305 -0.420  -0.268
C 0.539 1.253 -2.712  -0.661
H -0.982 1.805 0.239  0.170
H -0.032 -2.031 2.658  0.253
H 0.578 1.956 -3.572  0.239
H -1.675 -1.957 0.421  0.281
H 0.400 -2.215 0.846  0.257
H -0.232 0.575 1.987  0.291
H 1.437 -0.030 2.048  0.311
H 0.006 0.367 -3.049  0.316
H 1.696 1.193 -2.491  0.245
H -2.089 -0.668 1.547  0.244

Results
* E_HOMO: -0.312 Eh
* LUMO: 0.0316 hartree
* net charge: 0
* total energy: -11600.0010 eV
* frontier orbital gap: 9.3607 eV
* SMILES string: CO/C=C(\F)CCN
* energy above the lowest of the compared OMol25 structures with the same formula, charge and spin: 1.855 eV

***

This record from the OMol25 dataset describes a cluster of 2 separate species, C4H9S in total. The level of theory is the ωB97M-V functional and the def2-TZVPD basis.

Last column: Mulliken charge in e.
Atoms and positions in Å:
S -0.735 0.872 2.091  -0.750
C 0.384 -0.268 -1.715  -0.382
C 0.411 -0.687 -0.453  -0.540
C -0.329 -1.884 0.072  -1.870
C 1.054 0.985 -2.204  -2.383
H 1.681 0.782 -3.081  1.017
H 0.331 -2.538 0.658  0.300
H -0.706 -2.471 -0.772  0.518
H -0.747 1.572 3.239  -0.104
H 1.040 -0.189 0.275  0.318
H -1.110 -1.551 0.756  0.301
H 1.670 1.382 -1.395  0.393
H -0.236 -0.808 -2.429  0.716
H 0.299 1.726 -2.489  0.467

Results
* spin multiplicity: 2
* E_HOMO (alpha / beta): 0.158 / -0.003 Eh
* LUMO (alpha / beta): 0.2457 / 0.2397 hartree
* expectation value of S²: 0.751
* net charge: -2
* total energy: -15125.2227 eV
* frontier orbital gap (alpha / beta): 2.3902 / 6.6134 eV
* energy above the lowest of the compared OMol25 structures with the same formula, charge and spin: 0.058 eV

***

This record from the OMol25 dataset describes a structure of composition C37H35Cl2P2PdS3 in a non-equilibrium geometry. The level of theory is the ωB97M-V functional and the def2-TZVPD basis.

Last column: Mulliken charge in e.
Atoms and positions in Å:
Pd -0.581 -0.028 -0.306  0.668
Cl 2.377 -0.174 -1.371  0.005
Cl 5.229 1.803 2.801  -0.131
S -0.625 -1.650 -1.967  -0.572
S -1.147 1.508 -2.071  -0.416
S 3.090 -0.333 1.685  -0.149
P 1.252 0.156 2.544  1.430
P -1.930 -1.473 0.841  0.457
C -2.728 -1.591 3.597  -0.258
C -3.845 -3.354 0.016  -0.940
C -3.457 -1.126 4.686  -0.826
C -0.991 1.661 2.562  -0.680
C 0.981 0.909 6.549  -0.870
C -3.749 0.075 2.207  -0.752
C -2.097 1.093 -4.618  -1.518
C 1.721 2.075 6.666  -0.514
C -1.445 -0.903 -3.256  0.598
C -1.545 0.473 -3.360  0.804
C 0.513 -2.516 1.646  -0.718
C -3.900 -1.207 -1.076  -0.532
C -2.065 -1.804 -4.293  -1.557
C -1.771 2.740 2.233  -0.753
C -5.518 -2.891 -1.647  -0.612
C 2.331 2.632 5.549  -0.969
C -4.485 0.530 3.287  -0.595
C 4.863 2.897 -0.996  -0.596
C 2.204 2.016 4.318  -0.717
C 5.220 2.855 0.342  -0.622
C -3.320 -2.078 -0.157  1.229
C 1.478 0.830 4.199  0.743
C -4.937 -3.762 -0.736  -0.781
C 0.606 -1.515 2.818  0.022
C 3.728 0.979 0.680  -0.263
C -1.445 3.546 1.136  -0.809
C -0.342 3.259 0.370  -0.553
C 0.454 2.147 0.671  0.226
C -2.848 -0.983 2.349  1.148
C -5.003 -1.612 -1.813  -0.870
C 0.852 0.284 5.318  -0.218
C -0.923 -2.941 1.298  -1.357
C 4.669 1.891 1.168  0.534
C -4.330 -0.061 4.535  -0.649
C 3.442 0.997 -0.694  0.260
C 3.988 1.962 -1.524  -0.482
C 0.133 1.337 1.768  0.386
H 0.500 0.481 7.418  0.451
H -1.822 -2.847 -4.102  0.449
H -5.184 1.346 3.156  0.510
H -5.455 -0.932 -2.523  0.475
H 1.091 -3.401 1.917  0.568
H -6.373 -3.210 -2.229  0.410
H -4.903 0.296 5.381  0.431
H -1.538 0.770 -5.498  0.310
H -3.137 0.790 -4.768  0.294
H -3.408 -4.038 0.734  0.339
H 2.665 2.461 3.445  0.567
H -3.154 -1.701 -4.300  0.234
H -1.705 -1.547 -5.291  0.401
H -0.367 -1.354 3.284  -1.049
H -3.467 -0.223 -1.228  0.378
H -3.868 0.548 1.238  0.395
H 0.264 -0.621 5.246  0.274
H 1.820 2.555 7.631  0.399
H 1.363 1.984 0.113  0.449
H 5.294 3.651 -1.640  0.400
H -0.079 3.879 -0.475  0.546
H 0.977 -2.102 0.750  0.101
H -0.897 -3.556 0.395  0.711
H -5.338 -4.759 -0.607  0.435
H -2.057 4.406 0.899  0.417
H -2.065 2.178 -4.559  0.444
H -3.358 -1.615 5.646  0.482
H 1.251 -1.901 3.613  0.784
H 2.901 3.547 5.639  0.443
H 3.729 1.965 -2.573  0.477
H -1.369 -3.547 2.088  0.729
H 5.938 3.552 0.751  0.465
H -2.091 -2.455 3.734  0.272
H -1.239 1.070 3.435  0.278
H -2.634 2.973 2.842  0.500

Results
* E_HOMO (alpha / beta): -0.332 / -0.330 Eh
* LUMO (alpha / beta): -0.1073 / -0.1203 hartree
* net charge: +1
* total energy: -118541.0011 eV
* frontier orbital gap (alpha / beta): 6.1203 / 5.7027 eV
* energy above the lowest of the compared OMol25 structures with the same formula, charge and spin: 1.392 eV